[1]
{"formula": "C36H29BF4MnN2O8S2", "method": "ωB97M-V/def2-TZVPD", "symbols": ["Mn", "C", "C", "O", "C", "C", "C", "C", "C", "C", "O", "H", "H", "H", "H", "H", "H", "H", "O", "C", "O", "C", "C", "C", "C", "C", "C", "C", "C", "C", "N", "H", "H", "H", "H", "H", "H", "O", "S", "C", "C", "C", "C", "C", "C", "C", "C", "C", "C", "C", "C", "H", "H", "H", "H", "H", "H", "H", "H", "H", "H", "F", "B", "F", "F", "F", "N", "C", "C", "C", "C", "C", "C", "S", "O", "O", "O", "H", "H", "H", "H", "H", "H"], "positions_angstrom": [[2.1784, 1.2190, 0.3880], [6.0533, -0.5192, 0.4004], [4.9987, 0.5593, 0.2992], [3.8537, 0.2150, 0.6284], [5.3573, 1.8841, -0.1582], [6.7142, 2.1563, -0.4398], [7.1559, 3.3795, -0.8665], [6.2114, 4.4103, -1.0355], [4.8887, 4.1913, -0.7887], [4.3882, 2.9205, -0.3598], [3.1255, 2.8139, -0.1915], [5.5762, -1.4127, 0.7942], [6.8781, -0.2249, 1.0499], [6.4489, -0.7374, -0.5927], [7.4384, 1.3618, -0.3192], [8.2046, 3.5470, -1.0752], [6.5370, 5.3893, -1.3714], [4.1501, 4.9714, -0.9237], [1.1946, 3.3553, 3.6258], [1.2881, 2.7102, 2.5835], [2.1492, 1.8254, 2.2801], [0.2386, 2.9435, 1.5000], [-0.8844, 3.7563, 1.7720], [-1.8675, 3.8565, 0.8378], [-1.7416, 3.1460, -0.3813], [-2.7442, 3.1604, -1.3798], [-2.5922, 2.4315, -2.5244], [-1.4205, 1.6707, -2.7268], [-0.4302, 1.6449, -1.7862], [-0.5758, 2.3748, -0.5847], [0.4008, 2.2944, 0.3705], [-0.9153, 4.2518, 2.7314], [-2.7551, 4.4550, 1.0112], [-3.6409, 3.7448, -1.2067], [-3.3731, 2.4270, -3.2743], [-1.3041, 1.0904, -3.6331], [0.4713, 1.0676, -1.9402], [0.9722, -0.3870, 0.8007], [1.2423, -1.7822, 0.2743], [0.4015, -2.7826, 1.5070], [-0.0338, -4.0724, 1.2355], [-0.6630, -4.7997, 2.2339], [-0.8461, -4.2439, 3.4933], [-0.3928, -2.9595, 3.7577], [0.2364, -2.2206, 2.7647], [0.1563, -2.0944, -1.1018], [-1.2164, -1.8933, -1.0010], [-2.0123, -2.1564, -2.1006], [-1.4310, -2.6048, -3.2840], [-0.0581, -2.7774, -3.3783], [0.7520, -2.5204, -2.2779], [0.0836, -4.4916, 0.2444], [-1.0321, -5.7944, 2.0200], [-1.3542, -4.8089, 4.2643], [-0.5384, -2.5216, 4.7370], [0.5809, -1.2097, 2.9430], [-1.6441, -1.5072, -0.0872], [-3.0827, -2.0065, -2.0307], [-2.0591, -2.8091, -4.1426], [0.3936, -3.0918, -4.3100], [1.8287, -2.6135, -2.3419], [4.0509, 1.0079, -2.9431], [3.1912, -0.0405, -2.6915], [2.2997, 0.3197, -1.5853], [3.8888, -1.1925, -2.2948], [2.3787, -0.3177, -3.7898], [-2.3939, 0.0692, 1.4193], [-3.6716, -0.4709, 1.2468], [-3.9668, -1.7448, 1.7370], [-5.2051, -2.3205, 1.4961], [-6.1712, -1.6463, 0.7618], [-5.8789, -0.3815, 0.2746], [-4.6412, 0.2033, 0.5068], [-7.7467, -2.4291, 0.4079], [-8.6529, -1.3205, 0.1316], [-8.0622, -3.1772, 1.6195], [-7.4794, -3.2757, -0.7498], [-2.3049, 1.0662, 1.3019], [-1.8630, -0.2791, 2.2008], [-3.2132, -2.2810, 2.3065], [-5.4408, -3.3025, 1.8865], [-6.6419, 0.1433, -0.2861], [-4.4154, 1.1879, 0.1108]], "atomic_forces_ev_per_a": [[-0.1, 0.1, 0.1], [0.0, 0.0, 0.0], [-0.1, -0.1, 0.1], [0.1, 0.0, -0.1], [0.0, 0.0, -0.1], [0.0, 0.0, 0.0], [0.0, 0.0, 0.0], [0.0, 0.0, 0.0], [0.0, 0.0, 0.0], [-0.1, 0.0, 0.0], [0.1, 0.0, 0.0], [0.0, 0.0, 0.0], [0.0, 0.0, 0.0], [0.0, 0.0, 0.0], [0.0, 0.0, 0.0], [0.0, 0.0, 0.0], [0.0, 0.0, 0.0], [0.0, 0.0, 0.0], [0.0, -0.1, 0.0], [0.1, 0.1, 0.0], [-0.1, 0.0, 0.0], [-0.1, 0.0, 0.1], [0.0, 0.0, 0.0], [0.0, 0.0, 0.0], [0.0, 0.0, 0.0], [0.0, 0.0, 0.0], [0.0, 0.0, 0.0], [0.0, 0.0, 0.0], [0.0, 0.0, 0.0], [0.0, 0.0, -0.1], [0.1, 0.0, 0.0], [0.0, 0.0, 0.0], [0.0, 0.0, 0.0], [0.0, 0.0, 0.0], [0.0, 0.0, 0.0], [0.0, 0.0, 0.0], [-0.1, 0.0, 0.0], [0.0, -0.1, -0.1], [0.0, 0.0, 0.1], [0.0, 0.0, 0.0], [0.0, 0.0, 0.0], [0.0, 0.0, 0.0], [0.0, 0.0, 0.0], [0.0, 0.0, 0.0], [0.0, 0.0, 0.0], [0.0, 0.0, 0.0], [0.1, 0.0, 0.0], [0.0, 0.0, 0.0], [0.0, 0.0, 0.0], [0.0, 0.0, 0.0], [0.0, 0.0, 0.0], [0.0, 0.0, 0.0], [0.0, 0.0, 0.0], [0.0, 0.0, 0.0], [0.0, 0.0, 0.0], [0.0, 0.0, 0.0], [0.0, 0.0, 0.1], [0.0, 0.0, 0.0], [0.0, 0.0, 0.0], [0.0, 0.0, 0.0], [0.0, 0.0, 0.0], [0.0, 0.1, 0.0], [0.0, -0.1, 0.0], [0.1, 0.0, -0.1], [0.0, 0.0, 0.0], [-0.1, 0.0, 0.0], [0.0, 0.0, 0.0], [0.1, 0.0, 0.0], [0.0, 0.0, 0.0], [0.0, 0.0, 0.0], [0.0, 0.0, 0.0], [0.0, 0.0, 0.0], [0.0, 0.0, 0.0], [0.0, 0.0, 0.0], [0.0, 0.0, 0.0], [0.0, 0.0, 0.0], [0.0, 0.0, 0.0], [0.0, 0.0, 0.0], [0.0, 0.0, 0.0], [0.0, 0.0, 0.0], [0.0, 0.0, 0.0], [0.0, 0.0, 0.0], [0.0, 0.0, 0.0]], "mulliken_charge": [1.467, -2.075, 1.253, -0.558, 0.905, -0.883, -0.935, -0.372, -1.005, 0.241, -0.337, 0.339, 0.488, 0.373, 0.293, 0.357, 0.381, 0.408, -0.817, 0.316, -0.609, 0.481, -1.003, -0.815, 1.393, -0.766, -0.591, -0.810, -0.656, -0.130, 0.750, 0.556, 0.389, 0.382, 0.378, 0.520, 0.596, -0.223, 0.335, 0.447, -0.403, -0.617, -0.503, -0.591, -0.667, 0.463, 0.043, -0.426, -0.646, -0.538, -0.665, 0.438, 0.389, 0.364, 0.410, 0.481, 0.155, 0.605, 0.373, 0.393, 0.393, -0.347, 0.193, 0.068, -0.413, -0.395, -0.200, 0.398, 0.153, -1.011, -0.102, -0.866, -0.213, 1.273, -0.725, -0.720, -0.695, 0.020, 0.177, 0.261, 0.406, 0.447, 0.374], "charge": -2, "lumo_energy_ev": [3.839, 3.839], "relative_energy_ev": 0.000, "multiplicity": 2, "homo_lumo_gap_ha": [0.2615, 0.2436], "s_squared": 0.8001}


[2]
{"formula": "C2H10NS2", "method": "ωB97M-V/def2-TZVPD", "symbols": ["C", "N", "H", "H", "H", "H", "H", "H", "C", "S", "S", "H", "H", "H", "H"], "positions_angstrom": [[-1.9934, -2.0815, -0.4051], [-0.9745, -1.2405, -1.1542], [-2.3809, -2.7816, -1.1365], [-2.7610, -1.4137, -0.0422], [-1.4685, -2.5636, 0.4081], [-0.2638, -1.8565, -1.5473], [-1.4497, -0.7766, -1.9428], [-0.4968, -0.4848, -0.6405], [1.7317, 2.7930, 0.8119], [0.4081, 1.5322, 0.8189], [1.4945, -0.2632, 0.6509], [2.0480, 3.0117, -0.1952], [1.2282, 3.6211, 1.2995], [2.5458, 2.4513, 1.4362], [2.3323, 0.0526, 1.6382]], "atomic_forces_ev_per_a": [[0.6, 0.6, -0.2], [-0.6, 0.1, -0.8], [-0.1, -0.1, 0.2], [-0.2, 0.0, 0.1], [-0.1, -0.2, 0.1], [0.2, 0.1, 0.0], [0.3, -0.2, 0.2], [-0.3, -0.3, 0.3], [-0.8, -0.5, -0.1], [0.3, -0.5, 0.1], [0.0, 0.8, -0.1], [0.2, 0.2, -0.1], [0.2, 0.4, -0.1], [0.1, 0.0, 0.1], [0.1, -0.4, 0.3]], "mulliken_charge": [-0.720, -0.158, 0.349, 0.339, 0.318, 0.416, 0.397, -0.041, -0.766, -0.004, -0.236, 0.297, 0.291, 0.322, 0.196], "charge": 1, "lumo_energy_ev": -3.543, "relative_energy_ev": 0.541, "homo_lumo_gap_ha": 0.3236}


[3]
{"formula": "C47H40F2MnN6O2Si", "method": "ωB97M-V/def2-TZVPD", "symbols": ["Mn", "O", "N", "O", "C", "C", "C", "C", "C", "C", "N", "C", "C", "N", "C", "C", "C", "C", "H", "H", "H", "H", "H", "H", "H", "F", "C", "C", "C", "C", "C", "F", "C", "C", "C", "C", "C", "C", "N", "H", "H", "H", "H", "H", "H", "C", "C", "C", "C", "C", "C", "Si", "C", "C", "C", "C", "C", "C", "C", "C", "C", "C", "C", "C", "H", "H", "H", "H", "H", "H", "H", "H", "H", "H", "H", "H", "H", "H", "H", "C", "C", "N", "C", "C", "N", "C", "C", "H", "H", "H", "H", "H", "H", "H", "H", "H", "H", "H", "H"], "positions_angstrom": [[-0.0558, -0.0502, -0.0090], [6.5928, 0.2776, 2.6606], [5.7158, 0.2916, 3.4991], [5.9038, 0.3621, 4.6921], [4.2893, 0.2034, 3.0374], [3.3794, 0.1232, 4.0306], [1.9813, -0.0008, 3.7390], [1.0020, -0.0811, 4.7451], [-0.3064, -0.2165, 4.3690], [-0.6193, -0.2845, 3.0024], [0.2819, -0.2003, 2.0349], [1.5801, -0.0463, 2.4063], [2.5543, 0.0785, 1.3532], [2.0434, 0.0788, 0.0965], [2.8727, 0.2069, -0.9213], [4.2550, 0.3306, -0.7427], [4.7871, 0.3305, 0.5181], [3.9256, 0.2014, 1.6314], [3.7135, 0.1402, 5.0580], [1.2919, -0.0310, 5.7867], [-1.1085, -0.2728, 5.0905], [-1.6440, -0.4057, 2.6872], [2.4238, 0.2097, -1.9061], [4.8920, 0.4355, -1.6092], [5.8465, 0.4344, 0.6604], [0.3752, -0.9330, -5.3670], [0.1774, -0.0595, -4.3538], [0.1496, -0.5261, -3.0576], [-0.0532, 0.3509, -1.9814], [-0.1670, 1.7250, -2.2954], [-0.1723, 2.1369, -3.6251], [-0.3351, 3.4434, -3.9418], [-0.0027, 1.2721, -4.6823], [-0.2066, 2.6241, -1.1417], [-0.3098, 4.0196, -1.1817], [-0.2167, 4.7471, -0.0148], [-0.0259, 4.0869, 1.1913], [0.0239, 2.7099, 1.1664], [-0.0742, 1.9872, 0.0437], [0.2698, -1.5882, -2.9093], [-0.0100, 1.6226, -5.7026], [-0.4569, 4.5192, -2.1236], [-0.2890, 5.8264, -0.0462], [0.0572, 4.6176, 2.1286], [0.1127, 2.1505, 2.0852], [-5.5491, -3.8117, 0.1317], [-5.8639, -2.7016, -0.6393], [-4.9723, -1.6429, -0.7444], [-3.7345, -1.6496, -0.0904], [-3.4514, -2.7809, 0.6788], [-4.3344, -3.8473, 0.7976], [-2.5816, -0.1083, -0.1376], [-3.3095, 0.8459, -1.6277], [-3.0442, 0.3802, -2.9202], [-3.5677, 0.9909, -4.0484], [-4.3820, 2.1082, -3.9178], [-4.6779, 2.5832, -2.6499], [-4.1552, 1.9529, -1.5258], [-3.3165, 0.8511, 1.3723], [-4.0414, 0.2214, 2.3917], [-4.4186, 0.8878, 3.5524], [-4.0948, 2.2251, 3.7272], [-3.4118, 2.8891, 2.7166], [-3.0379, 2.2101, 1.5663], [-6.2428, -4.6387, 0.2123], [-6.8119, -2.6565, -1.1607], [-5.2486, -0.7920, -1.3534], [-2.5184, -2.8342, 1.2267], [-4.0724, -4.7024, 1.4097], [-2.4114, -0.4918, -3.0533], [-3.3353, 0.5974, -5.0301], [-4.7860, 2.5967, -4.7949], [-5.3257, 3.4428, -2.5315], [-4.4275, 2.3371, -0.5516], [-4.3192, -0.8209, 2.2833], [-4.9804, 0.3625, 4.3156], [-4.3903, 2.7495, 4.6267], [-3.1775, 3.9421, 2.8214], [-2.5306, 2.7624, 0.7838], [1.8292, -3.0209, -0.4327], [1.9320, -4.5684, -0.3216], [0.6625, -5.1497, 0.1147], [0.3054, -4.5844, 1.4115], [0.2416, -3.0415, 1.3232], [0.4759, -2.5811, -0.0601], [-0.4756, -3.2465, -0.9770], [-0.3874, -4.7845, -0.8355], [2.0256, -2.6828, -1.4528], [2.5491, -2.5271, 0.2237], [2.7017, -4.8582, 0.3963], [2.1975, -5.0106, -1.2834], [1.0441, -4.9059, 2.1488], [-0.6600, -5.0004, 1.7075], [1.0187, -2.5969, 1.9467], [-0.7110, -2.6467, 1.6675], [-0.2110, -2.9544, -1.9883], [-1.4747, -2.8642, -0.7814], [-0.1647, -5.2545, -1.7951], [-1.3306, -5.1997, -0.4758]], "atomic_forces_ev_per_a": [[0.4, -0.5, -0.3], [0.0, 0.0, 0.0], [-0.5, 0.0, -0.2], [0.1, 0.0, 0.0], [0.3, 0.0, 0.1], [-0.2, 0.0, -0.2], [0.3, 0.0, 0.1], [0.0, 0.0, 0.0], [0.0, 0.0, -0.1], [0.0, -0.1, 0.0], [0.0, 0.1, 0.2], [-0.1, 0.0, -0.1], [-0.1, 0.0, -0.1], [-0.1, 0.1, 0.2], [0.1, 0.0, 0.1], [-0.2, 0.0, -0.1], [0.0, 0.0, 0.2], [0.1, 0.0, 0.1], [0.0, 0.0, 0.0], [0.0, 0.0, 0.0], [0.0, 0.0, 0.0], [-0.1, 0.0, 0.0], [0.0, 0.0, 0.0], [0.0, 0.0, 0.0], [0.1, 0.0, 0.0], [0.0, 0.0, 0.0], [0.0, 0.0, 0.0], [0.0, 0.2, -0.1], [0.0, -0.3, 0.1], [0.0, 0.0, 0.1], [0.0, 0.0, 0.0], [0.0, 0.0, 0.0], [0.0, 0.0, 0.1], [0.0, 0.1, -0.1], [0.0, 0.0, 0.0], [0.0, 0.1, 0.1], [0.0, -0.1, -0.1], [0.0, 0.1, -0.1], [0.0, 0.0, 0.1], [0.1, 0.1, -0.1], [0.0, 0.0, 0.0], [0.0, 0.0, 0.0], [0.0, 0.0, 0.0], [0.0, 0.0, 0.0], [0.0, 0.1, 0.0], [0.0, 0.0, 0.0], [0.0, 0.0, 0.0], [0.1, 0.0, 0.0], [0.0, -0.1, -0.1], [0.0, 0.0, 0.1], [0.0, 0.0, 0.0], [0.0, 0.2, 0.2], [-0.1, 0.0, -0.1], [0.0, -0.2, 0.0], [0.0, 0.0, 0.0], [0.0, 0.0, 0.0], [0.0, 0.0, -0.1], [0.1, 0.0, 0.0], [0.0, 0.0, 0.0], [0.0, 0.0, 0.0], [0.0, 0.0, 0.0], [0.0, 0.0, 0.0], [0.0, 0.0, 0.0], [0.0, 0.0, -0.1], [0.0, 0.0, 0.0], [0.0, 0.0, 0.0], [0.0, 0.0, 0.0], [0.0, 0.0, 0.0], [0.0, 0.0, 0.0], [-0.1, 0.0, 0.0], [0.0, 0.0, 0.0], [0.0, 0.0, 0.0], [0.0, 0.0, 0.0], [0.0, 0.0, 0.0], [0.0, 0.0, 0.0], [0.0, 0.0, 0.0], [0.0, 0.0, 0.0], [0.0, 0.0, 0.0], [0.0, 0.0, 0.0], [0.0, 0.0, -0.1], [0.0, 0.0, 0.0], [0.0, 0.0, 0.0], [0.0, 0.0, 0.0], [0.1, -0.1, 0.0], [-0.3, 0.3, 0.1], [-0.1, -0.1, 0.0], [0.0, 0.0, 0.0], [0.0, 0.0, 0.0], [0.0, 0.0, 0.0], [0.0, 0.0, 0.0], [0.0, 0.0, 0.0], [0.0, 0.0, 0.0], [0.0, 0.0, 0.0], [0.0, 0.0, 0.0], [0.0, 0.0, 0.0], [0.0, 0.0, 0.1], [0.0, 0.0, 0.0], [0.0, 0.0, 0.0], [0.0, 0.0, 0.0]], "mulliken_charge": [0.683, -0.635, 1.066, -0.648, -0.611, -1.019, 0.852, -0.557, -1.546, 0.082, 1.575, -0.483, -0.465, 0.850, -0.268, -1.354, -0.827, 1.122, 0.611, 0.532, 0.544, -0.253, 0.466, 0.523, 0.595, -0.408, 0.577, -0.447, 1.503, -0.461, 1.081, -0.395, -1.155, 0.011, -0.795, -0.894, -0.947, -0.757, 0.741, -0.073, 0.506, 0.666, 0.402, 0.574, 0.430, -0.771, -0.788, -1.327, 0.544, 0.064, -0.872, 1.552, 0.850, -0.303, -0.675, -0.828, -0.824, -0.651, 0.196, -0.444, -0.833, -0.831, -0.790, -0.505, 0.367, 0.415, 0.420, 0.667, 0.453, 0.477, 0.484, 0.359, 0.419, 0.483, 0.344, 0.441, 0.391, 0.460, 0.606, -0.713, -0.984, -0.175, -0.982, 0.290, 0.829, 0.520, -1.185, 0.383, 0.327, 0.347, 0.304, 0.362, 0.275, 0.394, -0.642, 0.123, -0.723, 0.356, 0.353], "lumo_energy_ev": [-1.568, -1.583], "relative_energy_ev": 0.000, "multiplicity": 2, "homo_lumo_gap_ha": [0.2050, 0.1941], "s_squared": 0.7934}


[4]
{"formula": "H4O2", "method": "ωB97M-V/def2-TZVPD", "symbols": ["O", "H", "H", "O", "H", "H"], "positions_angstrom": [[1.2341, -0.6439, -0.2476], [1.6680, -0.1394, 0.4405], [0.2998, -0.4963, -0.1004], [-0.7083, 0.2738, -0.0119], [-1.2127, 0.6743, 0.6962], [-1.2809, 0.3314, -0.7768]], "atomic_forces_ev_per_a": [[3.5, -1.7, -0.5], [0.2, 0.0, 0.0], [0.8, -0.7, 0.2], [-4.2, 2.4, 0.4], [-0.2, 0.0, 0.4], [-0.1, 0.0, -0.4]], "mulliken_charge": [-0.739, 0.258, 0.442, -0.567, 0.306, 0.300], "lumo_energy_ev": 0.422, "relative_energy_ev": 1.189, "homo_lumo_gap_ha": 0.3778}